This record from the OMol25 dataset describes a structure of composition C49H33DyF2N9O3. The level of theory is the ωB97M-V functional and the def2-TZVPD basis.

```
97
Properties=species:S:1:pos:R:3:forces:R:3:lowdin_charge:R:1
Dy 12.31235 13.18863 14.12532 0.2175 0.4040 -0.3069 1.60
C 10.75714 15.05405 7.65492 -1.5678 -0.6254 -1.3793 -0.11
C 9.55312 14.29164 7.84601 1.7248 0.5138 1.7235 -0.06
C 9.37201 13.69928 9.11641 0.4864 -0.1366 -0.7587 -0.01
C 10.46774 13.74552 10.00854 -1.6619 1.0502 -0.1493 -0.08
C 10.49766 13.18626 11.42421 0.7991 0.8434 -1.3097 -0.43
N 11.85059 13.34721 11.77710 2.8818 1.6646 0.1822 0.01
C 12.52716 14.17042 10.90008 -1.6352 -0.8790 2.2576 -0.28
N 13.66823 14.76931 11.07854 1.0317 0.1245 -1.3623 0.16
C 14.55313 14.42649 12.00936 -0.4339 -0.0118 2.1388 -0.27
C 15.90515 14.99081 12.11736 -1.0717 1.0941 -1.0032 -0.13
C 16.57034 15.94335 11.32367 1.8985 0.3109 0.8049 -0.01
C 17.93877 16.18615 11.64765 -1.5566 -1.3856 -0.4440 -0.10
C 18.60238 15.35496 12.57158 -0.0074 0.0376 1.2912 -0.10
C 17.86656 14.53473 13.47018 0.1358 0.0378 -0.0614 -0.02
C 16.48229 14.45350 13.25124 0.3905 -2.2929 0.4030 -0.12
C 15.50041 13.43779 13.79493 0.5152 1.4017 -0.6410 -0.28
N 15.84002 12.43439 14.56808 -0.0158 0.6077 0.0731 0.17
C 15.02811 11.43361 14.91363 0.7423 0.2994 -0.3395 -0.32
N 13.67714 11.36193 14.73466 0.4776 -2.0706 0.2942 0.02
C 13.31108 10.03571 15.04898 1.5037 2.9983 0.4949 -0.27
N 12.08928 9.58229 14.96734 -1.7782 -1.9813 -1.2945 0.17
C 11.16853 9.98727 14.09459 2.3244 1.2430 2.5922 -0.32
N 11.11344 11.24782 13.55244 -1.6236 -1.4821 -1.8077 0.02
C 10.27354 11.06834 12.39004 0.4307 -0.2366 2.5179 -0.26
N 10.10034 11.83740 11.40675 -2.1904 -0.3306 -0.4378 0.19
C 9.61026 9.73121 12.52030 0.5653 0.0120 -1.1706 -0.11
C 8.72737 9.07830 11.68131 -0.3651 -0.7100 -0.0375 -0.02
C 8.57908 7.68335 11.85100 0.3005 0.9900 0.8842 -0.08
C 9.30524 6.99668 12.85687 -0.2341 0.4418 -0.2609 -0.08
C 10.05594 7.70746 13.77775 -0.1533 -0.0606 -1.0940 -0.01
C 10.23103 9.05822 13.54487 -0.4931 0.0825 0.2397 -0.13
C 14.50518 9.32657 15.50888 -1.6405 0.3731 -0.1188 -0.14
C 14.67183 8.06482 16.01842 -0.1724 -2.1853 0.5648 -0.05
C 15.93276 7.60071 16.35816 0.4449 -0.8152 -0.0802 -0.11
C 17.04493 8.47960 16.25167 -0.3079 -0.1226 -0.3226 -0.12
C 16.86319 9.76490 15.79773 0.3407 1.3958 -0.1619 -0.04
C 15.57570 10.18381 15.39931 0.5310 0.7606 0.3285 -0.12
N 14.29732 13.62989 13.09892 1.4442 -0.0305 -1.2787 -0.01
C 11.66045 14.43576 9.75902 -1.8348 -0.5542 -0.8933 -0.08
C 11.77727 15.12942 8.54691 1.7901 -0.3048 1.4646 -0.04
H 10.92622 15.55003 6.70877 -0.2391 -0.0177 -0.2138 0.09
H 8.85922 14.15745 7.03811 -0.3171 0.1840 -0.1023 0.08
H 8.44040 13.14075 9.35616 0.9308 0.4119 -0.0705 0.12
H 16.18151 16.52549 10.48984 -0.4939 -0.4540 0.2878 0.10
H 18.49554 16.90515 11.06596 0.1107 0.0185 -0.0545 0.08
H 19.70389 15.43797 12.59575 -0.6889 -0.1380 0.3695 0.09
H 18.23191 13.89518 14.32652 0.1383 0.9261 -1.2756 0.12
H 8.18409 9.66518 10.93557 0.1727 -0.4439 0.0601 0.11
H 7.80951 7.16739 11.32397 -0.1322 -0.4093 -0.6925 0.08
H 9.35429 5.90893 12.90040 -0.5422 0.1990 0.0157 0.10
H 10.57888 7.20432 14.54600 0.5561 -0.2941 0.7136 0.10
H 13.81528 7.39031 16.15493 0.2790 0.3698 -0.2289 0.11
H 16.09193 6.50890 16.62720 -0.2773 1.6037 -0.1235 0.11
H 18.05825 8.16146 16.45371 -0.0441 -0.2128 0.2652 0.08
H 17.69042 10.51926 15.78078 -0.7238 -0.9163 -0.1320 0.12
H 12.74846 15.61395 8.33177 -0.8367 -0.0679 -0.0052 0.12
F 14.46010 18.41332 14.05710 0.1334 0.3362 0.3777 0.04
C 14.02798 17.44438 14.90011 0.2895 0.3317 0.2799 -0.27
C 13.15674 16.52274 14.38540 0.6622 1.5381 -1.1459 -0.10
C 12.75460 15.48166 15.15784 -1.1491 -1.9283 0.2906 -0.17
C 13.13928 15.40119 16.50376 1.6041 0.7588 -0.0624 -0.15
C 14.07209 16.36583 16.98590 -1.9456 -0.1436 0.0305 -0.21
F 14.38944 16.41693 18.30219 0.3869 -0.2171 0.2658 0.04
C 14.47034 17.43698 16.22743 0.0411 -0.1009 -0.9768 0.05
C 12.55159 14.31277 17.29974 0.3901 0.1310 1.1834 -0.21
C 12.42662 14.34785 18.72479 -1.0348 -0.7621 -0.5423 0.01
C 11.55830 13.44106 19.35055 0.6053 0.3828 0.8554 -0.08
C 10.84582 12.51480 18.59835 0.1158 0.2016 -0.8997 -0.08
C 11.14137 12.49236 17.23489 0.2396 -0.8411 -0.9126 -0.11
N 12.04061 13.29338 16.58748 -1.9095 -0.3328 1.7927 -0.01
H 12.86862 16.74434 13.33609 0.0451 -0.6850 0.5594 0.12
H 15.04958 18.24846 16.62910 0.2669 0.0037 0.0885 0.12
H 12.88007 15.11757 19.32853 0.1775 0.0136 -0.2443 0.10
H 11.46195 13.45887 20.46647 0.0033 0.0983 -1.1471 0.12
H 10.07725 11.84369 18.99806 0.5046 0.2860 -0.0856 0.10
H 10.64388 11.72640 16.58722 0.5503 0.6462 0.5525 0.11
C 7.54768 15.02484 13.17415 0.1441 -1.3575 -2.6433 0.05
O 8.42185 14.23460 12.22978 -1.2678 0.9629 -0.1794 0.00
C 9.67174 14.02596 12.49920 1.0339 -1.4266 1.1145 -0.37
O 10.18657 14.24148 13.60351 -0.9098 0.2404 -1.0214 -0.04
H 7.55052 16.03754 12.75186 -0.1949 -0.2853 0.4518 0.10
H 7.98422 14.93294 14.12365 0.3076 0.1530 1.3753 0.06
H 6.57116 14.49659 13.06051 0.7492 0.7401 0.3156 0.11
C 5.80081 8.47290 17.72400 -0.1805 0.8563 -1.3746 -0.17
C 6.09619 9.94970 18.06578 -1.1201 -0.4457 0.4862 -0.18
C 7.25406 10.24856 17.19581 1.9653 0.6978 -0.8793 -0.23
O 7.93438 9.02191 16.89026 -0.9280 -1.2525 0.8014 -0.14
C 7.17557 7.90783 17.50977 0.3822 1.3794 -0.7478 -0.17
H 5.27714 8.43320 16.75579 -0.0725 0.1093 0.2801 0.12
H 5.19222 7.98041 18.44635 -0.3003 -0.4811 0.6614 0.10
H 6.32607 10.09187 19.10999 0.1548 -0.1988 0.4961 0.11
H 5.22471 10.57493 17.85992 0.1252 0.0528 -0.0770 0.11
H 8.04479 10.94296 17.57414 -0.7959 -0.3808 0.2032 0.12
H 6.92142 10.70097 16.26910 -0.1158 -0.0005 -0.4723 0.11
H 7.55974 7.67287 18.47791 0.8895 -0.3005 0.6508 0.10
H 7.23428 7.05059 16.84682 0.0315 -0.0099 -0.0557 0.12
```
Positions in Å, forces in eV/Å.

- Kohn-Sham gap (alpha / beta): 4.76 / 4.88 eV
- 2S+1: 6
- HOMO (alpha / beta): -2.86 / -2.93 eV
- Net charge: -1
- <S²>: 9.7603



This record from the OMol25 dataset describes a structure of composition C30H46O3P2Rh. The level of theory is the ωB97M-V functional and the def2-TZVPD basis.

```
82
Properties=species:S:1:pos:R:3:forces:R:3:lowdin_charge:R:1
Rh -1.97167 1.82030 -0.77987 3.0231 -7.0356 7.6830 1.25
C -1.48879 3.56187 -1.69147 -0.0211 1.6547 -0.9522 -0.33
C -1.48411 2.46800 -2.62358 0.4170 0.7430 -1.3196 -0.33
C -3.61395 2.59969 -1.68918 -1.2072 0.8365 -1.1918 -0.31
C -2.80742 3.64959 -1.11301 -0.7053 1.4363 -1.2851 -0.31
C -2.78964 1.87135 -2.62129 -1.3617 1.1629 -1.6276 -0.34
C -0.29780 4.32513 -1.22411 0.1707 0.1878 0.1056 -0.02
H 0.50709 4.26121 -1.95520 0.0570 0.1275 0.0524 0.07
H 0.06574 3.91676 -0.27216 0.0306 0.1752 -0.1513 0.09
H -0.55072 5.37357 -1.05836 0.1146 0.0186 -0.0768 0.08
C -3.18888 4.50912 0.04434 0.0550 -0.0165 0.1307 -0.01
H -2.67405 5.47109 -0.01205 -0.1592 -0.0276 0.0266 0.09
H -2.89123 4.03151 0.98891 -0.1071 0.1730 -0.0883 0.09
H -4.26768 4.66262 0.05628 0.0596 0.1370 0.0917 0.08
C -4.97337 2.18630 -1.22813 -0.0785 0.0824 0.1335 -0.02
H -5.52000 1.71946 -2.04956 -0.1638 0.1050 0.1603 0.08
H -5.51713 3.05599 -0.85073 -0.1466 -0.1601 -0.1753 0.08
H -4.89852 1.46605 -0.39870 -0.1040 0.1171 -0.2612 0.08
C -3.16994 0.60053 -3.30594 0.0087 -0.0181 0.1178 -0.02
H -4.23487 0.60696 -3.53919 0.0730 -0.1174 -0.1049 0.08
H -2.96624 -0.26121 -2.65958 -0.1229 -0.0543 -0.1510 0.09
H -2.58616 0.48275 -4.21722 -0.1162 -0.0815 -0.1016 0.08
C -0.28861 1.91815 -3.32673 0.0890 -0.0568 -0.1935 -0.03
H -0.58172 1.51352 -4.29480 0.1317 0.0362 -0.1228 0.08
H 0.16845 1.10528 -2.74921 0.0541 0.1346 -0.1934 0.06
H 0.45733 2.69623 -3.47742 0.0819 -0.0630 -0.0923 0.08
C 2.19079 0.13769 1.89205 0.3999 0.6563 0.1244 -0.09
C 2.63569 1.08532 1.05238 -1.0397 0.1711 0.3708 -0.09
C 2.45037 1.03889 -0.43738 0.3184 -0.0001 -0.5747 -0.17
C 2.92667 -0.30522 -1.06093 1.1091 1.8575 0.3755 -0.29
C 1.93810 -1.19736 -1.62597 0.3818 0.0593 -1.3520 -0.14
C 1.10729 -2.12772 -0.86825 -2.1995 0.9311 0.1546 -0.41
C 0.70430 -1.59541 0.56621 -0.1728 -0.8685 -0.0370 -0.12
C 1.83823 -1.28611 1.55632 -0.0683 -0.6579 0.6642 -0.21
H 3.03195 1.84436 -0.90520 -0.2396 -0.0980 0.1316 0.11
H 3.53530 -0.83523 -0.24492 -1.3905 1.5541 -1.5720 -0.01
H 1.39467 1.21918 -0.70157 0.2070 0.1233 0.2760 0.09
H 2.74906 -1.83927 1.23622 -0.6468 0.6344 0.3405 0.01
H 2.06519 0.38858 2.95644 0.5215 -0.1087 -0.4898 0.11
H 2.98587 2.04960 1.43802 -0.3789 -0.3511 0.1213 0.11
H 1.56795 -1.76525 2.51617 0.0276 0.1938 -0.3982 0.12
H 0.04261 -0.71796 0.45209 0.2537 -0.3839 -0.2279 0.11
H 0.13501 -2.18229 -1.41149 0.1276 0.0932 0.1564 0.14
H 0.08620 -2.38188 1.03094 -0.0215 0.3179 -0.2000 0.11
H 3.66512 -0.06180 -1.84912 -0.2933 -0.1033 0.2280 0.12
H 1.83977 -1.23840 -2.71773 -0.0335 0.0841 0.3989 0.11
P 4.22269 -2.53008 -0.08291 0.2270 -0.6211 0.4574 0.80
C 5.21211 -2.51695 1.42753 0.7498 -0.8926 0.1125 -0.24
C 5.37398 -2.77679 -1.44972 0.5969 -0.7547 0.0700 -0.24
P 1.66125 -3.81898 -1.11220 1.4813 0.1029 1.4107 0.89
C 3.10842 -3.98277 -0.01802 0.6853 -1.5374 -0.2002 -0.41
C 2.17186 -4.13207 -2.80668 -0.2466 -0.1571 -0.5098 -0.16
C 0.46565 -5.04753 -0.60947 -0.3177 -0.3242 -0.0493 -0.16
H 4.62894 -2.85392 2.29391 0.1476 0.1131 -0.2205 0.06
H 5.56797 -1.49489 1.61642 -0.1444 -0.2680 -0.1020 0.06
H 6.07200 -3.18215 1.28072 0.0416 0.1228 0.4698 0.04
H 6.06695 -3.58525 -1.17582 0.0787 0.1406 -0.4328 0.05
H 5.94541 -1.85042 -1.60419 -0.1940 -0.2588 0.0567 0.06
H 4.85679 -3.03104 -2.38329 0.1250 0.1070 0.2349 0.04
H 0.98288 -5.99945 -0.43089 -0.1256 0.2109 -0.0598 0.08
H -0.27749 -5.19536 -1.40228 0.0792 0.0495 0.2201 0.07
H -0.03912 -4.73808 0.31498 0.1528 -0.0319 -0.2368 0.07
H 2.74043 -4.12428 1.01380 0.1169 0.1032 -0.3822 0.08
H 3.68541 -4.88017 -0.30311 -0.4660 -0.1433 0.1883 0.07
H 1.29849 -4.46924 -3.38520 0.2479 0.1135 0.1337 0.07
H 2.92835 -4.92906 -2.83451 -0.2453 0.1920 0.1233 0.08
H 2.58003 -3.23843 -3.29267 -0.0715 -0.1990 0.2770 0.05
O -0.84322 1.69437 4.09251 0.3032 0.2591 0.7852 0.06
C -2.17774 1.49991 4.20441 -0.8308 -0.1784 0.0986 -0.26
C -2.88994 1.77388 5.38709 -0.1387 -0.3397 -0.5756 -0.01
C -4.24895 1.45178 5.45398 0.0847 -0.1186 -0.4020 -0.07
C -4.90557 0.85311 4.36450 0.1692 0.0908 0.1129 -0.08
C -4.20621 0.61914 3.18294 0.3065 0.0647 0.2019 -0.02
C -2.85377 0.97175 3.08363 0.2223 0.0566 0.6466 -0.09
C -2.18313 0.96308 1.76492 0.0325 0.7239 -2.1897 -0.58
O -2.62066 0.20633 0.81671 0.4982 0.5862 0.9440 -0.12
O -1.33632 1.88634 1.47667 -0.7567 -0.9080 0.2905 -0.09
H -0.49532 1.97626 4.95758 -0.1895 -0.0891 -0.4608 0.12
H -2.37422 2.23125 6.23107 -0.1313 -0.1275 -0.1145 0.11
H -4.80711 1.66324 6.36391 0.1431 -0.0402 -0.1624 0.11
H -5.96108 0.58361 4.42785 0.3395 0.1213 0.0639 0.10
H -4.67598 0.16136 2.30951 0.0940 0.2301 0.2969 0.12
```
Positions in Å, forces in eV/Å.

- Kohn-Sham gap (alpha / beta): 5.75 / 6.50 eV
- 2S+1: 5
- HOMO (alpha / beta): -8.02 / -9.84 eV
- Net charge: +1
- <S²>: 6.0110



no.,maximum force (eV/A)
1,3.7
2,10.8